C48H90F8N2O11 | wB97M-V/def2-TZVPD

```
159
Properties=species:S:1:pos:R:3:mulliken_charge:R:1
C 5.4036 -2.0929 1.7765 -0.737
N 4.3611 -1.1033 1.4440 -0.216
C 4.6968 0.2359 1.9369 -0.990
C 3.6070 1.2229 1.6043 0.685
C 2.4058 1.1076 2.2960 -0.980
C 1.3538 1.9761 2.0477 -0.111
C 1.4846 3.0066 1.1014 0.328
C 2.6908 3.1089 0.3988 -0.036
O 2.8600 4.1071 -0.5305 -0.605
C 3.7561 2.2315 0.6444 0.530
C 5.0428 2.3803 -0.1396 -1.663
N 5.1915 1.2978 -1.1274 -0.327
C 0.3381 3.9503 0.9009 -0.139
O 0.4176 4.9942 0.2841 -0.637
C -0.9556 3.5770 1.5232 -0.363
C -1.1088 2.5695 2.3855 0.596
C -2.4486 2.1843 2.9538 -1.065
C -2.9047 0.7884 2.4749 -0.793
O -4.0524 0.8780 1.6366 -0.300
C -3.8021 1.3123 0.3300 -0.450
C -3.5030 0.1557 -0.6129 0.840
F -3.6484 0.5811 -1.8971 -0.249
F -2.1960 -0.2268 -0.4644 -0.330
C -4.3025 -1.1751 -0.4436 0.542
F -3.9453 -1.7855 0.7036 -0.239
F -3.9117 -1.9706 -1.4729 -0.323
C -5.8577 -1.1077 -0.5444 0.587
F -6.2921 -2.3748 -0.7907 -0.314
F -6.1592 -0.3403 -1.6236 -0.203
C -6.7264 -0.6155 0.6408 0.046
F -6.2698 -1.0830 1.8196 -0.235
F -6.7485 0.7416 0.6770 -0.196
C 0.0824 1.7731 2.7994 0.714
O -0.0045 0.9737 3.7083 -0.791
H 5.6942 -2.6475 0.8835 0.096
H 5.0717 -2.7953 2.5429 0.261
H 6.3044 -1.6029 2.1614 0.366
H 3.5249 -1.3833 1.9430 0.220
H 4.8478 0.2463 3.0290 0.420
H 5.6503 0.5300 1.4948 0.664
H 2.2773 0.3353 3.0464 0.679
H 2.6228 3.7714 -1.4020 0.275
H 5.0416 3.3420 -0.6458 0.581
H 5.8761 2.3727 0.5672 0.371
H 5.3076 1.6672 -2.0591 0.238
H 5.9724 0.6919 -0.9243 0.153
H -1.8139 4.1816 1.2544 0.721
H -2.4100 2.2057 4.0425 0.569
H -3.1709 2.9194 2.5915 0.267
H -2.0929 0.2687 1.9595 0.475
H -3.2046 0.1671 3.3178 0.304
H -4.6623 1.8650 -0.0480 0.473
H -2.9357 1.9809 0.2598 -0.096
H -7.7416 -0.9876 0.4792 0.309
C -6.7920 4.4612 4.2679 -0.963
C -5.4994 5.2386 4.4516 -0.385
O -4.7492 5.3940 3.2612 -0.353
C -5.3900 6.0934 2.2074 0.574
C -5.7462 7.5305 2.5477 -1.355
H -6.5950 3.5052 3.7803 0.160
H -7.2506 4.2693 5.2386 0.409
H -7.5170 5.0074 3.6628 0.276
H -4.8382 4.6979 5.1297 0.378
H -5.7005 6.2131 4.9116 0.319
H -6.2787 5.5480 1.8689 0.295
H -4.6770 6.0704 1.3831 -0.479
H -6.5258 7.5935 3.3086 0.376
H -6.1139 8.0404 1.6563 0.388
H -4.8685 8.0634 2.9162 0.344
C 7.3168 -4.8090 -3.8666 -1.060
C 6.6847 -4.7641 -2.4882 0.006
O 7.2376 -3.7975 -1.6113 -0.486
C 7.1055 -2.4495 -2.0237 -0.379
C 5.6658 -1.9763 -2.1522 -0.886
H 8.3991 -4.9245 -3.7904 0.316
H 6.9079 -5.6573 -4.4176 0.189
H 7.1128 -3.9062 -4.4452 0.303
H 6.8409 -5.7201 -1.9873 0.389
H 5.5998 -4.6250 -2.5728 0.098
H 7.6495 -2.2787 -2.9603 0.392
H 7.6147 -1.8714 -1.2509 0.320
H 5.1448 -2.4691 -2.9745 0.353
H 5.6420 -0.9031 -2.3461 0.299
H 5.1108 -2.1689 -1.2326 0.173
C -2.5327 7.1038 -0.7810 -1.309
C -2.6954 5.6378 -1.1397 0.803
O -4.0128 5.1392 -0.9523 -0.038
C -5.0180 5.7471 -1.7436 -0.353
C -4.8229 5.5458 -3.2360 -1.280
H -2.9145 7.2952 0.2236 0.218
H -1.4762 7.3701 -0.8066 0.435
H -3.0620 7.7592 -1.4749 0.378
H -2.0715 5.0420 -0.4821 -0.925
H -2.3431 5.4491 -2.1598 0.473
H -5.1058 6.8137 -1.5044 0.293
H -5.9490 5.2737 -1.4273 0.335
H -3.9458 6.0712 -3.6147 0.268
H -5.6912 5.9195 -3.7805 0.467
H -4.7030 4.4845 -3.4599 0.252
C -5.3430 1.1724 -7.9126 -1.057
C -4.5151 1.7606 -6.7826 -0.213
O -5.0958 2.9014 -6.1757 -0.420
C -6.3575 2.6974 -5.5664 -0.556
C -6.3432 1.6781 -4.4390 -0.890
H -5.5891 1.9421 -8.6453 0.278
H -4.7796 0.3836 -8.4121 0.402
H -6.2754 0.7344 -7.5538 0.258
H -3.5572 2.1086 -7.1695 0.354
H -4.2959 0.9936 -6.0310 0.196
H -7.1122 2.4277 -6.3141 0.375
H -6.6389 3.6739 -5.1703 0.333
H -6.1531 0.6681 -4.8051 0.304
H -7.3088 1.6680 -3.9318 0.488
H -5.5691 1.9208 -3.7090 0.182
C -0.3408 0.2170 8.5242 -0.998
C 0.9731 0.9034 8.8591 -0.290
O 1.8066 1.1289 7.7381 -0.454
C 1.2613 1.9626 6.7285 0.067
C 0.9521 3.3755 7.1947 -1.186
H -0.1585 -0.6984 7.9598 0.269
H -0.8705 -0.0386 9.4428 0.396
H -0.9972 0.8546 7.9304 0.229
H 1.5617 0.2689 9.5224 0.343
H 0.7863 1.8404 9.3972 0.276
H 0.3748 1.5013 6.2822 0.142
H 2.0224 1.9913 5.9480 0.206
H 0.1312 3.4016 7.9132 0.303
H 0.6622 3.9906 6.3415 0.400
H 1.8282 3.8238 7.6656 0.314
C 2.5364 -6.2519 -0.1391 -1.102
C 3.9180 -5.7594 0.2570 0.073
O 4.0332 -5.3708 1.6110 -0.313
C 3.7622 -6.3651 2.5807 -0.337
C 4.6808 -7.5725 2.4974 -1.088
H 1.7765 -5.5215 0.1416 0.321
H 2.4930 -6.4016 -1.2189 0.312
H 2.2858 -7.2018 0.3363 0.296
H 4.1650 -4.8588 -0.3070 0.008
H 4.6788 -6.5082 0.0052 0.237
H 2.7131 -6.6795 2.5292 0.311
H 3.8972 -5.8644 3.5398 0.334
H 4.5144 -8.1523 1.5882 0.239
H 4.5031 -8.2329 3.3469 0.411
H 5.7251 -7.2578 2.5125 0.297
C 4.6687 -8.5496 -7.1253 -1.110
C 5.4985 -8.6403 -5.8560 -0.324
O 5.1650 -7.6694 -4.8796 -0.319
C 3.8386 -7.7169 -4.3847 -0.147
C 3.4846 -9.0184 -3.6856 -1.157
H 4.7015 -7.5373 -7.5300 0.302
H 5.0625 -9.2369 -7.8747 0.400
H 3.6242 -8.8128 -6.9534 0.268
H 6.5476 -8.4541 -6.0869 0.327
H 5.4393 -9.6492 -5.4319 0.301
H 3.1202 -7.5043 -5.1845 0.296
H 3.7776 -6.8903 -3.6754 0.126
H 3.4479 -9.8603 -4.3782 0.340
H 2.5025 -8.9325 -3.2192 0.407
H 4.2190 -9.2469 -2.9118 0.292
```

E_tot = -98474.4767 eV
molar mass = 1023.23 u
multiplicity = 1
SMILES = CNCc1cc2c(c(O)c1CN)C(=O)C=C(CCOCC(F)(F)C(F)(F)C(F)(F)C(F)F)C2=O.CCOCC.CCOCC.CCOCC.CCOCC.CCOCC.CCOCC.CCOCC